Record 1
147
Properties=species:S:1:pos:R:3 method="wB97M-V/def2-TZVPD" charge=-1 e_lumo_ha=0.0740 gap_ev=8.365 spin_multiplicity=1 max_force_ha_per_bohr=0.0645
H -8.1836 1.3527 15.7624
Cl -7.6658 8.4871 14.9558
H -3.1948 2.5186 21.4319
H -9.6021 12.7404 17.4746
C -9.9274 2.9573 14.5617
O -6.9216 7.5923 14.1106
C 0.4333 8.2741 10.8312
H -17.8844 6.9650 15.4989
H -8.7974 12.7524 20.0257
H -7.6683 7.6285 8.7758
H -9.2418 2.0928 16.8394
C -14.6211 9.6115 16.3280
H -14.2460 10.1541 15.4602
H -7.0293 6.4317 3.5226
H -9.4453 13.5652 10.9552
H -9.7227 14.3880 18.2758
H -1.5196 1.3382 19.2755
C 1.3747 7.5782 20.3223
H -10.4856 15.4495 22.9553
H -2.3231 10.8316 19.1197
H -2.7125 -0.5588 19.1646
H -4.2917 2.6055 19.3251
O -10.1788 1.6642 15.0511
C -7.9078 6.7154 6.2402
H -11.6405 -0.1695 16.4752
H -12.7316 8.0638 15.5442
O 0.7707 8.0916 9.4194
H -2.4213 10.5905 13.6134
H -1.7970 3.1006 20.9144
H -9.2308 5.2629 5.2133
C -11.8420 14.1516 11.6524
O -8.8300 6.6532 7.2604
H -18.6391 8.3830 14.6971
H 0.9671 7.5604 11.4587
H -11.7211 14.1543 10.5692
O -9.9863 14.9214 20.9373
H -9.8461 11.0216 18.8139
H -10.9952 0.3110 18.0273
H -10.6635 3.0556 13.7638
C -9.2289 1.3211 16.0697
H -3.0493 8.5882 10.3006
H -13.8701 9.8268 17.0880
H -11.7166 15.9133 21.7625
O -6.8366 9.6466 15.2404
H 0.7485 9.2732 11.1322
C -13.3893 15.1929 13.4850
C -10.5082 13.6213 20.8126
H -1.7442 9.1217 9.3423
H -14.5856 13.9002 11.4756
H -9.7926 10.8646 20.3657
C -10.8388 -0.3656 17.1871
H -7.6750 7.7720 6.1075
C -2.4316 1.5384 19.8379
H -8.5883 14.5770 12.1310
H -2.3613 7.7777 12.5302
H 2.2576 9.6210 9.2681
H 1.9493 8.4808 20.1140
C -14.6726 8.1292 16.0567
H 1.9293 6.9524 21.0215
N -0.7558 6.6465 20.9595
C -3.2777 2.4444 18.9593
H -13.5847 14.1804 13.8381
O -7.9025 5.5645 20.2032
H -7.1397 6.0563 20.5072
H -15.3354 7.7189 16.8185
H -0.2385 9.8153 19.7785
N -9.6756 7.0788 4.4937
C -2.0445 9.0023 10.3833
H -2.0478 10.0108 10.7970
H -10.8661 -1.3569 17.6394
C -10.6490 15.7650 21.9248
N -14.1682 14.7866 11.2301
H -2.3802 5.2004 17.3068
H -8.2468 0.0003 17.8750
H -14.2230 15.8514 13.7286
H -3.8761 -0.0996 20.3667
H -10.2763 7.4114 5.2344
H -8.9609 3.0256 14.0624
C -17.7939 8.0306 15.2882
C -9.5066 14.0206 11.9436
H -15.5663 10.0528 16.6441
H -17.8387 8.6402 16.1907
C -8.7087 6.1917 4.9835
H -3.4571 11.2910 14.4668
H 2.3287 8.3101 8.0418
H -10.0747 3.6530 15.3878
H -3.8024 10.4026 19.9751
H -7.0545 4.9705 4.2163
H -2.2713 -0.4059 20.8423
H -15.5208 6.5306 14.8678
H -9.5837 13.1793 12.6324
C -9.8336 12.7818 19.6890
C -7.7725 5.7126 3.8670
H -14.6756 7.6724 13.9774
H -10.1451 6.6013 3.7377
H -7.0632 6.0559 6.4398
O -7.9564 7.9044 16.2442
H -8.8736 -1.5230 17.8252
O -16.6027 8.3560 14.5430
O -8.8794 8.8972 14.2799
H -14.8442 15.5293 11.3373
H -12.7356 16.1552 11.6488
H -9.2112 7.1446 9.2149
H -12.0911 13.2018 12.1258
H -10.3869 13.2385 21.8259
C -8.3640 6.8041 8.6195
H -12.6324 15.6774 14.1018
H -0.7960 7.4772 12.9249
C -9.5283 -0.1752 16.4414
O -2.5440 3.6436 18.5585
C -12.9981 15.1502 11.9790
N -13.3719 7.6356 16.1975
H -3.2107 9.3832 18.6395
H -11.5836 13.6018 20.6360
C -15.3700 7.6088 14.8152
H -8.0380 5.8717 9.0806
C -1.0967 8.0543 11.0639
H -1.6771 6.8604 21.3141
H 1.3804 6.9507 19.4311
N -2.2738 2.2363 21.1282
H -7.9381 5.7346 19.2619
N -8.4812 -0.7749 17.2716
H -4.0174 4.9533 17.7795
C -0.0531 7.9017 20.7581
C -10.0098 13.3366 18.2910
H 2.7605 7.9330 9.6708
H -12.9960 8.0053 17.0590
H -3.3554 1.8359 18.0583
C -3.1127 4.4156 17.4956
C 2.0956 8.5602 9.0768
N -1.4176 8.1331 12.4736
H -1.3719 7.0127 10.8985
H -11.0666 13.5188 18.0961
O -2.1348 9.2559 20.3998
C -0.8388 8.9164 19.9193
C -2.9146 9.9950 19.4916
H -9.6065 -0.7481 15.5174
C -2.8475 0.0668 20.0469
H -0.8820 8.4299 18.9448
H -10.1325 16.7234 21.9772
N -10.2590 11.4058 19.6518
O -2.6112 11.4262 14.0398
O -10.6603 14.8342 12.1531
H -8.3479 5.3695 3.0071
H -1.0664 6.3301 20.0520
H -3.1832 3.8072 16.5939
H 0.0049 8.4835 21.6780

Record 2
165
Properties=species:S:1:pos:R:3 method="wB97M-V/def2-TZVPD" charge=-1 e_lumo_ha=0.0521 gap_ev=8.150 spin_multiplicity=1 max_force_ha_per_bohr=0.0857
S 30.0426 -4.5560 -11.5201
S 26.1324 -5.3024 -12.4625
C 25.9432 1.2099 -2.5763
H 30.8572 -7.3531 -4.5409
C 25.6712 -5.8552 -8.0118
O 31.5660 1.1441 -8.4470
H 26.2800 -7.2895 -5.6752
H 21.3859 -1.3629 -5.2627
H 20.6397 1.3748 0.3285
C 23.4233 -0.5510 -1.0569
H 22.5895 2.0522 -3.8383
H 20.2281 -7.7880 -7.0198
O 24.6183 -2.5454 -6.3227
C 29.4392 -4.6059 -9.7268
H 29.0599 -1.0810 -9.9548
H 22.9795 0.0552 -8.3831
H 22.2524 -2.5102 -10.0413
S 24.2998 -4.9214 -1.7416
C 23.0761 0.9487 -8.9999
H 23.8245 -4.5858 -13.0928
C 20.3382 -1.7949 -11.5163
C 27.0451 3.7938 -7.5893
C 26.3959 -3.4902 -12.4008
S 24.0667 0.5558 -10.5163
S 24.3382 -6.1740 -6.7546
O 26.5480 -5.8218 -11.0805
O 28.1813 2.7161 -1.9916
H 25.4065 5.1562 -1.4426
H 23.1408 4.1581 -4.4045
H 21.2962 5.3991 -9.2297
H 24.7902 -7.4765 -4.7170
H 31.3442 0.7836 -5.1841
O 18.2003 -5.3424 -8.4085
H 20.0717 -1.0021 -6.3395
H 26.2962 3.0140 -7.7280
H 26.7702 5.2529 -2.6534
S 22.9048 0.8934 -0.0480
H 25.4824 0.2428 -2.3748
H 26.7654 4.6883 -8.1457
H 27.8428 1.9158 -5.5729
C 31.5336 -5.6179 -11.1914
H 23.3403 -0.2363 -2.0972
O 32.1744 -0.8633 -3.1183
C 22.6533 1.3847 -4.6977
H 26.6244 -2.9923 -13.3431
H 25.7104 -5.9356 -4.7591
H 26.0916 6.6044 -1.8148
H 21.0849 -3.3597 -9.0870
H 29.2636 -1.2580 -2.7055
H 28.8113 -4.4694 -6.6286
H 25.6037 -3.0236 -11.8154
H 25.3067 2.0688 -2.3636
H 29.2404 -5.6328 -9.4203
O 23.3030 2.1283 -0.7993
H 30.6015 -6.7488 -2.9666
H 22.1912 6.0444 -6.0582
H 29.2653 -7.1742 -3.9764
H 26.1668 0.8427 -9.3145
H 26.0149 -3.3713 -1.9928
H 26.2706 -6.7373 -8.2366
H 21.3409 -5.0486 -6.6931
H 22.0890 1.3601 -9.2108
O 25.5150 -0.3623 -6.4189
O 26.8102 -2.3006 -7.0248
H 30.4035 -0.3532 -6.2288
H 22.6229 -1.2843 -0.9580
H 21.2524 -1.3552 -11.9150
H 29.4507 -0.8362 -8.2688
O 23.4854 -7.2704 -7.3489
C 26.0744 -4.4499 -1.8474
C 19.3468 -7.5245 -7.6046
H 28.4413 -4.1680 -9.7493
O 23.4823 -0.6398 -11.2160
C 25.8241 5.6701 -2.3084
C 20.2524 -5.0988 -6.6660
H 32.1107 -5.3061 -10.3209
H 24.1193 -2.9200 -3.0966
H 20.8099 -0.3576 -0.0001
H 24.4117 -0.9074 -0.7668
H 23.1417 2.0158 -5.4401
H 23.2418 0.4844 -4.5210
C 24.2617 -5.4264 -12.5538
S 24.5666 5.9857 -3.6020
S 23.3899 4.9397 -7.9932
H 28.8619 -1.2132 -4.4581
H 29.5782 0.1062 -3.6915
O 28.4411 5.3279 -6.1999
O 26.1238 -1.8905 -4.7782
C 21.6168 4.5744 -8.5931
C 29.1185 -5.3275 -6.0307
H 23.8637 -5.4625 -11.5398
H 26.3352 -0.2960 -10.5086
O 24.3070 -6.3739 -2.1082
C 29.6118 -0.9832 -3.7012
C 25.3696 -6.7937 -5.3384
S 20.9487 1.0867 -5.2584
H 22.6607 -3.8078 -3.4896
H 26.6625 -4.6874 -0.9609
C 23.7193 -3.9214 -3.2560
H 28.9177 0.5790 -9.1774
H 32.1759 -0.4746 -6.1914
C 31.9299 -1.4228 -9.3567
H 23.8906 3.6635 -2.8909
H 33.0181 -1.3604 -9.3626
S 20.3336 -1.1903 -9.7605
H 20.4172 -2.8816 -11.5481
H 20.9315 4.6637 -7.7502
C 21.5779 -2.3934 -9.1930
S 27.3320 4.3069 -5.8458
C 25.6205 0.0015 -9.7412
H 26.4690 -4.8919 -2.7623
H 24.8883 3.7334 -4.3676
H 27.4288 1.8760 0.8439
H 18.4784 -7.6139 -6.9520
C 24.0636 4.1966 -3.8258
H 26.2593 1.2160 -3.6194
C 30.2259 -6.6592 -3.9859
H 27.9992 3.3624 -7.8919
H 27.3099 -3.3762 -11.8180
H 20.8348 0.8768 -1.3250
H 28.2128 -5.7028 -5.5543
H 21.3961 3.7035 -9.2103
H 21.6752 -0.6057 -6.8664
H 29.3072 2.7262 -5.9608
H 19.1634 -8.2919 -8.3566
H 22.4088 7.0504 -7.5455
H 23.4888 1.6043 -8.2331
H 25.0612 -5.6271 -8.8858
H 28.6554 3.0320 -4.3759
H 25.8021 1.2732 0.2012
S 30.2842 -4.9044 -4.6284
H 31.3088 -6.6463 -10.9089
O 30.4058 -3.1250 -11.7692
O 29.4768 -4.0156 -3.6961
S 19.6208 -5.8323 -8.2734
C 31.2904 -0.2185 -5.6097
O 23.3334 6.6358 -2.9469
H 26.2464 -4.9339 -7.9192
O 23.8124 3.7346 -7.1367
S 27.4448 1.4553 -1.5301
H 24.1902 -4.3298 -4.1501
O 20.1620 0.8248 -3.9885
C 21.1337 0.6377 -0.3044
H 19.9923 -4.0465 -6.7801
H 31.6634 -1.9746 -10.2582
S 31.1916 0.2390 -9.5717
H 26.2154 2.9084 0.1079
H 23.6515 6.8100 -6.4260
H 24.0846 -6.3799 -13.0512
C 28.3732 2.8546 -5.4137
H 22.1086 -2.1929 -8.2623
O 19.0446 -1.6766 -9.0805
C 22.8335 6.2748 -6.9082
H 29.6497 -6.0930 -6.5963
C 26.6696 1.9186 0.0630
C 29.4691 -0.3586 -9.2485
H 31.6004 -1.9025 -8.4351
Cl 25.7882 -1.7733 -6.1528
S 31.3112 -1.4141 -4.2484
H 30.0761 -3.9523 -9.1308
H 19.4978 -1.4091 -12.0933
H 25.4036 -0.7835 -9.0168
H 32.2184 -5.5268 -12.0346
C 21.0326 -0.6281 -5.9862
H 19.7947 -5.3808 -5.7178

Record 3
144
Properties=species:S:1:pos:R:3 method="wB97M-V/def2-TZVPD" charge=0 e_lumo_ha=0.0025 gap_ev=9.569 spin_multiplicity=1 max_force_ha_per_bohr=0.0438
H 14.7521 8.6506 12.1888
C 16.4240 10.7524 13.7185
H 16.4983 10.8146 7.4688
H 16.5225 17.2948 13.1128
C 19.7056 9.5334 11.4109
H 16.0916 13.6742 18.5172
H 19.6553 9.0920 9.5267
H 14.3923 15.1902 17.3677
C 18.8651 13.7074 12.6916
C 14.3802 17.5656 13.2366
H 12.6084 17.3231 8.4127
H 11.4393 15.7417 14.0362
H 9.5235 11.7582 9.7057
C 9.6568 16.1022 12.8872
H 7.5923 14.2320 7.3139
H 12.9034 13.3626 7.7914
H 15.1595 19.6464 8.0350
H 14.1573 20.3048 9.3011
O 19.5877 8.6144 10.3511
H 9.4457 17.6500 11.6463
H 15.7912 7.0490 10.5583
H 13.1640 13.5634 11.8428
H 17.4749 18.0290 10.0616
H 11.3030 17.3305 13.2749
C 19.5700 8.7883 12.7292
C 18.2550 14.6157 13.7666
H 18.5548 13.0039 7.9703
H 17.9945 13.0881 12.4414
C 15.6254 13.3561 17.6052
H 16.4212 11.5448 12.9865
H 19.5466 18.1776 8.5418
H 19.6661 13.0328 13.0492
C 9.1034 15.1671 8.5120
O 11.4818 10.4953 13.9979
H 18.8627 10.3002 11.4435
C 16.0553 8.1468 10.4690
H 7.4078 13.7283 8.9392
O 17.6362 10.7841 14.4771
H 14.1708 11.7191 9.1856
C 14.1589 13.6619 12.3004
H 15.0083 9.9722 11.0664
O 12.4712 11.0081 11.2094
H 9.7312 15.4818 10.3214
H 12.2800 12.8212 15.1397
H 17.1348 17.4629 8.4242
H 19.6953 9.5649 13.5387
H 12.0706 10.8109 12.0697
O 13.0069 18.1892 8.3260
H 17.7164 11.6322 14.9139
H 12.0219 14.6736 7.0147
H 13.0659 10.9423 7.0892
H 21.9862 13.0493 7.7927
H 19.6790 17.0171 9.9086
H 14.7494 17.3290 8.7999
H 9.7490 10.3984 10.8257
C 14.8776 8.8908 11.1027
H 16.0917 8.4567 9.4081
C 8.1619 14.0144 8.2098
H 13.6509 18.4294 13.1007
H 15.0135 11.9103 14.9202
O 9.2507 16.6869 11.6753
H 14.4715 10.0519 8.6959
H 15.9272 18.9393 13.5965
H 11.9240 12.3568 9.7310
C 11.1147 16.2810 13.1694
H 14.0077 14.4073 13.1259
H 15.7592 19.5009 9.6931
H 17.5682 15.3628 13.3992
C 17.6822 17.2198 9.3604
H 15.0516 10.1686 15.3987
H 16.1263 12.5131 7.9850
H 19.2242 16.4479 8.2213
O 12.6074 15.1526 8.9332
H 14.8863 14.9467 7.8339
C 14.1453 18.1623 9.1580
O 17.5299 13.7534 14.7216
H 11.7774 15.9208 12.3756
C 10.2830 11.0548 10.1049
C 14.1080 14.9975 7.0962
H 18.5362 8.4738 12.8633
H 20.6002 14.3341 9.0008
H 10.5300 10.3888 9.2471
H 9.8079 15.4040 7.6918
H 13.4858 16.8422 14.7905
C 20.4775 13.2582 8.9898
H 8.8169 13.1648 7.9755
H 9.1298 16.5465 13.7799
O 14.3987 17.1279 14.6374
H 19.1955 14.2294 11.8063
C 15.2533 14.0236 11.2862
C 11.4711 11.8466 10.6030
O 14.8617 15.2222 10.6486
H 20.8679 12.8576 9.9368
H 11.1736 12.6845 11.2888
C 15.7584 18.0868 12.9428
H 14.1296 16.7235 12.5856
H 10.7976 13.6414 14.6593
H 16.4378 9.7916 13.2103
H 14.5249 14.2426 15.8912
C 14.5792 11.0907 8.3889
O 16.1834 15.3230 16.3014
H 11.6836 14.9839 9.1632
H 17.0035 8.3361 10.9398
H 13.0647 9.2254 10.5257
H 18.9989 15.1983 14.3490
H 16.3774 15.8483 10.0207
O 21.0842 12.6627 7.8874
O 13.9414 11.3589 7.1335
H 14.4085 12.6598 12.7486
C 11.4514 12.8063 14.4612
C 16.0465 11.4145 8.2360
H 14.2370 10.7160 13.9549
H 15.8219 16.0621 15.7974
H 18.4394 13.2594 9.7500
H 20.2802 7.9693 12.8598
C 10.6360 11.5689 14.3866
O 17.3270 15.9515 9.9018
H 14.3693 14.3861 6.2277
H 11.1341 9.7135 14.4099
H 11.8805 12.9869 13.4747
H 15.8040 18.4244 11.8758
H 13.9848 16.0439 6.7862
H 13.8858 17.9783 10.2320
C 19.0070 12.8594 8.9390
H 19.0419 11.7924 9.1557
H 9.8141 11.6207 13.7100
H 9.4131 15.0293 12.7842
O 13.7066 8.5225 10.4094
H 15.3265 13.2385 10.5501
H 14.9063 12.5989 17.9457
H 10.2298 11.3793 15.3216
C 19.1204 17.2378 8.9575
H 16.3390 12.8285 16.9616
H 17.1072 14.3447 15.3579
H 8.4880 16.0420 8.7299
H 16.5544 11.2884 9.1899
H 16.2148 14.0940 11.8188
H 14.0118 15.1547 10.2016
H 20.6014 10.1563 11.3821
C 15.1308 10.8903 14.5566
C 12.8465 14.4586 7.6989
C 15.0705 14.5188 16.7991
C 14.8622 19.4832 9.0594
O 9.9286 14.7843 9.6972

Which of these has the highest charge?
C32H96O16